DFT (ωB97M-V with the def2-TZVPD basis set) results for C5H10O2Se in the gas phase.

Calculated values
HOMO-LUMO gap (alpha / beta)   7.00 / 7.88 eV
E_HOMO (alpha / beta)   -6.9414 / -7.2729 eV
Relative energy (zero: lowest compared OMol25 entry of this formula, charge and spin)   411.5 kJ/mol

Geometry as XYZ:
```
18
Properties=species:S:1:pos:R:3:forces:R:3
C -0.432269 -1.895650 0.182356 0.6 -0.4 2.0
C 0.596236 -1.090012 1.057260 -0.6 1.0 -2.1
C -1.276884 -1.048089 -0.652493 2.0 -1.0 -3.0
C 0.941150 0.847585 -1.006416 -0.9 0.8 0.2
C 0.314948 1.932000 -0.166848 -0.7 -2.7 1.8
O -2.178517 -0.268509 -0.065465 -1.1 0.8 0.6
O 1.126250 2.364742 0.915238 2.3 0.9 -0.3
Se 2.010303 -0.397001 -0.178399 0.3 -1.0 0.5
H 0.278387 -2.740624 -0.277962 -2.4 1.8 0.4
H -1.184692 -2.296941 0.944492 1.1 -0.2 -0.6
H 0.258361 -0.158757 1.522231 -0.4 -0.7 0.2
H 0.884281 -1.846660 1.715120 1.4 -0.5 1.5
H -1.275107 -1.421291 -1.694095 -1.0 1.0 0.3
H 1.097178 1.072985 -2.046768 0.2 -0.3 -0.3
H -0.495060 1.412309 0.468326 0.4 1.0 -1.3
H -0.105489 2.712908 -0.771519 -0.1 0.6 -0.2
H -2.665761 0.388940 -0.610302 0.9 -1.0 0.1
H 2.106685 2.432069 0.665240 -2.2 -0.2 0.2
```
Positions in Å, forces in eV/Å.

DFT (ωB97M-V with the def2-TZVPD basis set) results for C3H4N2O in the gas phase.

Calculated values
HOMO-LUMO gap   9.84 eV
E_HOMO   -8.8751 eV
Relative energy (zero: lowest compared OMol25 entry of this formula, charge and spin)   167.4 kJ/mol

Geometry as XYZ:
```
10
Properties=species:S:1:pos:R:3:forces:R:3
O -0.229889 2.160563 -0.699901 -0.1 0.3 1.2
C -0.149082 0.851735 -0.429798 0.1 -0.5 0.8
N -0.372746 0.679672 0.863324 0.3 -0.6 0.3
N -0.047517 -0.588228 1.120499 -0.4 -0.7 -0.2
C 0.261570 -1.243936 -0.015803 0.0 -0.3 -0.1
C 0.231952 -0.344516 -1.065064 0.1 0.1 0.1
H -0.322211 2.283372 0.323405 -0.1 1.8 -2.1
H -0.344877 -0.982345 1.996253 0.2 -0.1 0.0
H 0.476394 -2.298015 0.004084 0.1 0.0 -0.1
H 0.496407 -0.518302 -2.096999 -0.1 0.0 0.2
```
Positions in Å, forces in eV/Å.

DFT (ωB97M-V with the def2-TZVPD basis set) results for a molecular structure, C18H28F3NO12SV.

Calculated values
⟨S²⟩   6.004
HOMO-LUMO gap (alpha / beta)   2.21 / 9.29 eV
Spin multiplicity   5
E_HOMO (alpha / beta)   0.3626 / -6.7327 eV
Net charge   -1

Geometry as XYZ:
```
64
Properties=species:S:1:pos:R:3:forces:R:3
V 0.938681 0.040995 0.774126 0.1 0.2 1.0
C 3.608116 -1.220744 3.655994 0.2 -0.4 1.3
C 2.610138 -0.795721 2.585233 0.5 0.3 0.6
O 2.410676 0.416323 2.405831 -0.2 1.6 -0.1
O 1.977741 -1.618286 1.899668 -0.1 -1.7 -0.4
H 3.282557 -2.125498 4.169352 0.2 -0.6 -0.7
H 3.728319 -0.599473 4.543507 -0.7 1.0 -0.3
H 4.658606 -1.269355 3.369252 -0.2 -0.5 -0.8
C 0.606188 4.411847 2.637687 0.5 0.2 -2.7
F 1.808687 4.068768 3.027512 0.9 -0.5 0.3
F -0.226821 4.159288 3.616648 -0.8 0.2 0.4
F 0.674133 5.755666 2.370822 -0.7 -0.9 0.4
S 0.162365 3.515007 0.930240 -1.6 -1.2 -1.9
O 0.431070 2.046824 1.088218 -0.5 2.9 0.9
O -1.256312 3.812322 0.658811 1.4 -0.3 1.5
O 1.011654 4.120533 -0.080786 0.6 0.0 1.0
C -3.075483 -1.322791 1.890227 -0.8 0.2 -0.7
C -1.945760 -0.501997 2.340484 2.4 -0.7 -0.8
O -0.856209 -0.561323 1.724845 -1.3 0.3 1.5
N -2.188234 0.212918 3.440894 0.4 0.2 0.6
C -1.246920 0.964686 4.243650 0.0 0.6 0.0
H -2.832241 -1.847685 0.966415 0.0 0.0 0.2
H -3.799507 -0.540984 1.660774 -0.7 -0.4 -0.2
H -3.454645 -1.989782 2.664481 0.0 0.0 -0.1
H -3.135524 0.330452 3.770929 0.1 -0.5 -0.4
H -1.512878 0.791672 5.286452 0.0 0.1 0.1
H -1.381622 2.017938 3.997417 0.3 0.1 0.2
H -0.195108 0.702125 4.130280 -0.2 -0.2 -0.5
O -0.690238 0.569598 -1.026900 -2.0 -0.1 -0.9
C -1.867975 0.487736 -1.381121 3.5 -0.1 -0.5
O -2.844579 0.670917 -0.558546 -1.9 0.9 2.4
C -4.135282 0.541546 -1.165719 0.0 -0.9 -1.6
C -3.826518 0.599910 -2.667352 -0.8 -1.4 -0.3
C -2.372431 0.188736 -2.758646 0.5 1.5 0.0
H -4.912278 1.275451 -0.951834 0.7 0.3 0.9
H -4.519627 -0.448644 -0.920950 0.0 0.0 0.3
H -4.140879 1.558036 -3.081212 0.6 0.0 -0.2
H -4.356073 -0.206639 -3.174441 -0.6 0.2 -0.1
H -1.820622 0.834570 -3.441641 0.2 -0.3 -0.2
H -2.164690 -0.856067 -2.989598 -0.2 -0.2 -0.1
O 0.607868 -1.654439 -0.603346 0.1 -1.4 -0.8
C 0.340330 -2.825877 -0.752425 0.1 0.1 0.9
O -0.776156 -3.342769 -0.199472 -0.5 1.8 0.8
C -1.026216 -4.691657 -0.498608 1.6 -0.1 -1.9
C -0.128384 -4.837233 -1.748670 0.6 -1.7 0.1
C 1.084513 -3.944646 -1.489497 -2.0 1.3 -0.3
H -2.052953 -4.813276 -0.843759 -0.2 -0.1 0.8
H -0.661389 -5.281472 0.342294 -0.6 -0.3 0.0
H -0.685557 -4.525391 -2.632079 0.0 0.3 0.0
H 0.204281 -5.853451 -1.960172 -0.2 -0.2 0.2
H 1.374979 -3.487568 -2.435435 0.9 -0.2 0.1
H 1.851841 -4.383098 -0.851470 0.1 0.2 -0.3
O 2.220245 0.763569 -0.727918 2.3 1.5 -2.4
C 2.696631 1.348450 -1.703864 -0.2 -0.8 2.6
O 4.077290 1.562422 -1.879147 -2.3 -1.2 2.6
C 4.351685 1.859622 -3.195846 0.4 0.2 -1.0
C 3.037856 1.930893 -3.914491 -0.8 1.0 -1.8
C 1.957072 1.929305 -2.857344 -0.2 -0.7 -0.3
H 4.906813 1.012583 -3.598900 0.6 0.4 -0.1
H 4.871230 2.816764 -3.241071 0.4 -0.2 0.0
H 2.998106 1.133127 -4.656170 -0.5 -0.2 0.2
H 2.956933 2.851874 -4.491855 0.1 0.0 -0.1
H 1.079467 1.324373 -3.085306 0.1 -0.2 0.1
H 1.563043 2.919020 -2.626450 0.3 0.1 0.3
```
Positions in Å, forces in eV/Å.

DFT (ωB97M-V with the def2-TZVPD basis set) results for a molecular structure, C8H10ClCuN2.

Calculated values
⟨S²⟩   0.761
HOMO-LUMO gap (alpha / beta)   3.49 / 0.91 eV
Spin multiplicity   2
E_HOMO (alpha / beta)   -9.0116 / -9.0116 eV
Net charge   +1
Relative energy (zero: lowest compared OMol25 entry of this formula, charge and spin)   462.0 kJ/mol

Geometry as XYZ:
```
22
Properties=species:S:1:pos:R:3:forces:R:3
Cu 0.297838 3.989670 0.874930 -0.3 -1.0 0.0
Cl -0.997942 0.123520 0.340150 0.4 1.1 0.0
N 0.174258 2.981460 -8.144860 -0.1 -1.0 -0.1
C -0.042432 2.865470 -6.806200 -0.6 4.8 -1.6
C 0.323008 1.642310 -6.402160 0.2 -3.3 2.6
C 0.676548 0.916360 -7.487990 1.3 -1.9 1.3
C 0.603858 1.758630 -8.556090 -0.3 2.3 -3.1
H -0.006362 3.780700 -8.735360 0.0 0.0 0.1
H -0.327212 3.812700 -6.372530 -0.2 -0.4 0.9
H 0.331988 1.262540 -5.391170 -0.1 0.2 0.0
H 1.155878 -0.051240 -7.467780 -0.4 -0.1 -0.2
H 0.803418 1.674010 -9.614110 0.2 -0.6 0.1
N -0.086662 -1.989290 6.396160 0.9 1.3 -0.7
C -0.048662 -1.365300 7.607360 -1.0 0.4 -0.3
C -0.384612 -2.306480 8.527950 0.4 0.7 1.4
C -0.479792 -3.530440 7.875790 -0.4 -1.6 0.0
C -0.264312 -3.327980 6.541730 -0.6 0.3 -0.5
H -0.142912 -1.434490 5.554050 0.3 -0.6 -0.1
H 0.011108 -0.290130 7.689930 0.1 -0.1 0.0
H -0.535862 -2.104830 9.578120 0.1 -0.2 0.0
H -0.769682 -4.463040 8.336920 0.2 0.0 -0.1
H -0.291462 -3.944140 5.655160 -0.1 -0.2 0.3
```
Positions in Å, forces in eV/Å.

DFT (ωB97M-V with the def2-TZVPD basis set) results for a gas-phase ion, C5H9N4O (charge +1).

Calculated values
HOMO-LUMO gap   9.73 eV
E_HOMO   -13.6235 eV
Net charge   +1
Relative energy (zero: lowest compared OMol25 entry of this formula, charge and spin)   455.2 kJ/mol

Geometry as XYZ:
```
19
Properties=species:S:1:pos:R:3:forces:R:3
C 0.400924 -0.309396 0.731963 -1.8 -0.3 -1.0
C -1.568319 0.984721 -2.167152 1.5 1.3 2.0
C -0.529816 2.102438 -1.906195 2.6 -1.1 -2.6
C -0.824284 1.100452 -0.827531 2.3 -0.6 -1.8
C 1.628661 -1.956029 2.251584 2.9 1.3 -0.7
N -1.444400 1.639735 0.283598 -2.3 0.6 -3.3
N -1.320509 1.219902 1.376359 -0.6 1.1 4.8
N 0.108194 -0.049412 -0.560328 -0.2 0.9 1.3
N -0.313144 0.372470 1.674429 3.5 -2.9 0.1
O 1.171578 -1.295957 0.998980 0.2 -0.9 -0.3
H -2.542703 1.348811 -1.997428 -1.3 -0.1 -0.6
H -1.354471 0.058674 -2.696213 -0.2 0.5 -0.2
H 0.492654 2.167350 -2.533581 -2.3 -0.8 1.8
H -0.857462 3.109483 -1.776740 -0.7 0.3 0.3
H 2.780264 -1.978456 1.992666 -2.4 0.0 1.2
H 1.283695 -2.957178 2.414580 -0.7 -0.5 -0.8
H 1.369345 -1.398473 3.151079 0.3 0.3 -0.2
H 0.275853 -0.692110 -1.338242 0.3 0.1 0.8
H -0.014898 0.165991 2.645336 -1.1 0.8 -0.8
```
Positions in Å, forces in eV/Å.

DFT (ωB97M-V with the def2-TZVPD basis set) results for a molecular structure, C5H9NO2.

Calculated values
HOMO-LUMO gap   8.83 eV
E_HOMO   -8.1008 eV
Relative energy (zero: lowest compared OMol25 entry of this formula, charge and spin)   982.7 kJ/mol

Geometry as XYZ:
```
17
Properties=species:S:1:pos:R:3:forces:R:3
C 0.753183 -0.241611 0.690476 3.9 -0.7 0.7
C 0.983992 1.284272 0.091511 -2.4 -2.4 0.2
C -0.814161 0.256325 -0.920280 -2.5 -6.6 -2.4
C -1.849694 -0.749351 -0.363578 -7.1 -1.4 -2.9
C -0.740117 -0.416731 0.400049 4.3 0.3 1.5
H 1.206696 -1.069366 -1.085359 2.6 -0.3 2.6
H 3.023138 -0.756431 -0.394179 -5.4 -0.5 1.5
H 0.826504 -0.383235 1.844593 0.7 0.5 -2.1
H 1.915407 1.059229 -0.359162 0.7 1.1 -1.1
H 0.952411 2.132366 0.771051 -0.3 0.0 -0.3
H -0.419248 -0.229493 -1.779747 0.1 -2.5 -0.6
H -1.996711 -1.608127 -1.051276 1.3 0.6 0.3
H -3.017380 -0.641626 -0.111719 2.8 0.4 0.7
H -1.371454 0.505785 2.151980 0.3 -0.9 -1.4
N 1.795429 -1.084377 -0.096451 0.0 0.1 -3.2
O -0.207885 1.334131 -1.018153 4.1 8.9 3.1
O -1.040106 0.608239 1.230249 -3.0 3.6 3.3
```
Positions in Å, forces in eV/Å.